Entry 1:
# C5H10N

A cluster of 2 separate species, C5H10N in total in a non-equilibrium geometry (ωB97M-V/def2-TZVPD, the OMol25 dataset).

Results
HOMO energy (alpha / beta) ... -14.7259 / -14.5122 eV
Energy ... -250.80015 Eh
Energy relative to the best compared isomer or geometry (same formula, charge and spin) ... 128.7 kcal per mole
Lowest unoccupied orbital energy (alpha / beta) ... -4.98 / -4.83 eV
Net charge ... +1
HOMO-LUMO gap (alpha / beta) ... 0.35815 / 0.35565 Ha

Each line ends with the natural charge from an NBO analysis.
Cartesian coordinates (Å):
C: -0.19578 -2.18241 -0.55613  -0.439
C: -0.59974 -0.98189 -0.28826  0.143
C: 0.00459 1.32687 -0.84088  -0.195
C: 1.27321 0.65119 -0.51177  -0.207
C: -0.18750 0.51426 1.53258  -0.403
N: 0.01760 0.22285 0.11438  -0.307
H: -0.87920 -2.95489 -0.86401  0.274
H: 0.84404 -2.48444 -0.47277  0.243
H: -2.55664 -0.39233 -0.47619  0.135
H: -0.21094 2.30765 -0.43834  0.252
H: -0.47529 1.12067 -1.79009  0.263
H: 1.70785 -0.02986 -1.23095  0.255
H: 1.98732 1.13713 0.13980  0.254
H: 0.10414 1.53899 1.75948  0.235
H: -1.24185 0.37765 1.78596  0.254
H: 0.40820 -0.17143 2.13719  0.242



Entry 2:
# C5H10N

The ion C5H10N with charge +1 in a non-equilibrium geometry (ωB97M-V/def2-TZVPD, the OMol25 dataset).

Results
HOMO energy (alpha / beta) ... -13.4185 / -14.3555 eV
Energy ... -250.82931 Eh
Energy relative to the best compared isomer or geometry (same formula, charge and spin) ... 110.4 kcal per mole
Lowest unoccupied orbital energy (alpha / beta) ... -6.12 / -5.49 eV
Net charge ... +1
HOMO-LUMO gap (alpha / beta) ... 0.26808 / 0.32586 Ha

Each line ends with the natural charge from an NBO analysis.
Cartesian coordinates (Å):
C: -0.71492 1.45522 0.37215  0.179
C: 0.05786 -0.70400 -0.02732  -0.304
C: 1.32107 -0.01258 0.59114  0.198
C: 2.35871 0.38522 -0.34670  -0.742
C: -2.34936 -0.16570 -0.10080  -0.443
N: -1.03049 0.21494 0.13932  -0.349
H: -1.39456 2.27268 0.50874  0.200
H: 0.41475 -1.08542 -1.04616  0.259
H: -0.19236 -1.62975 0.62726  0.244
H: 1.48668 -0.04426 1.64241  0.217
H: 1.84969 0.72233 -1.23667  0.244
H: 3.23284 -0.37563 -0.60704  0.304
H: 2.89094 1.18468 0.00953  0.268
H: -2.50070 -0.98803 0.57665  0.228
H: -2.67478 -0.54062 -1.13084  0.254
H: -3.02911 0.71471 0.17124  0.244



Entry 3:
# C5H10N2

An isolated molecule of C5H10N2 in a non-equilibrium geometry (ωB97M-V/def2-TZVPD, the OMol25 dataset).

Results
HOMO energy ... -8.6275 eV
SMILES ... [H]/N=C\[C@@H](N)C(=C)C
Energy ... -305.94984 Eh
Energy relative to the best compared isomer or geometry (same formula, charge and spin) ... 46.4 kcal per mole
Lowest unoccupied orbital energy ... 1.04 eV
HOMO-LUMO gap ... 0.35511 Ha

Each line ends with the natural charge from an NBO analysis.
Cartesian coordinates (Å):
H: 1.76308 1.43095 -0.89375  0.336
N: 2.31561 0.62155 -0.61274  -0.621
C: 1.64800 -0.35430 -0.18967  0.153
C: 0.10905 -0.86666 -0.40193  -0.162
N: -0.30350 -2.00810 0.35452  -0.824
C: -0.46256 0.40271 0.12975  0.037
C: -0.13640 0.94598 1.32098  -0.422
C: -1.55198 0.97739 -0.72646  -0.640
H: 2.20705 -1.16298 0.27910  0.141
H: -0.05686 -1.01122 -1.47454  0.213
H: 0.17604 -2.85533 0.07589  0.367
H: -0.24665 -1.87144 1.35749  0.372
H: -0.56141 1.88543 1.63304  0.204
H: 0.60194 0.53235 1.98767  0.198
H: -1.91953 1.91716 -0.32068  0.212
H: -2.37293 0.26197 -0.77218  0.226
H: -1.20896 1.15451 -1.74648  0.210



Entry 4:
# C5H10N2

A structure of composition C5H10N2 in a non-equilibrium geometry (ωB97M-V/def2-TZVPD, the OMol25 dataset).

Results
HOMO energy ... -8.6899 eV
Energy ... -305.85711 Eh
Energy relative to the best compared isomer or geometry (same formula, charge and spin) ... 104.6 kcal per mole
Lowest unoccupied orbital energy ... 0.19 eV
HOMO-LUMO gap ... 0.32650 Ha

Each line ends with the natural charge from an NBO analysis.
Cartesian coordinates (Å):
C: -0.07372 -0.55150 -1.61929  -0.413
C: 2.04398 -0.32255 -0.47419  -0.403
N: 0.63814 0.03669 -0.49175  -0.472
C: -0.44536 0.82043 1.64417  -0.238
C: -1.55079 0.92476 0.74925  0.041
C: 0.06557 -0.14799 0.78621  0.090
N: -2.81986 0.73003 0.79654  -0.695
H: -3.13631 0.46146 1.73125  0.321
H: -0.49034 0.74633 2.72326  0.204
H: -1.11282 1.67989 0.04045  0.207
H: 0.40571 -1.06065 1.28701  0.172
H: 0.36859 -0.17772 -2.54327  0.204
H: -0.02211 -1.65109 -1.62077  0.167
H: 2.21072 -1.40201 -0.33003  0.169
H: 2.54275 0.21770 0.33011  0.209
H: 2.49955 -0.03733 -1.42326  0.213
H: -1.12371 -0.26647 -1.58567  0.225



Entry 5:
# C5H10N2

A cluster of 3 separate species, C5H10N2 in total (ωB97M-V/def2-TZVPD, the OMol25 dataset).

Results
HOMO energy ... -9.9476 eV
SMILES ... C[C@@H]1C=N1.C1=NC1.[H][H]
Energy ... -305.82971 Eh
Energy relative to the best compared isomer or geometry (same formula, charge and spin) ... 121.8 kcal per mole
Lowest unoccupied orbital energy ... 0.98 eV
HOMO-LUMO gap ... 0.40156 Ha

Each line ends with the natural charge from an NBO analysis.
Cartesian coordinates (Å):
C: 0.57142 -1.49653 -1.27199  -0.646
C: -0.77385 -1.71912 -0.62591  -0.125
C: -1.64508 -0.64953 -0.18778  0.049
N: -1.02281 -1.16556 0.77222  -0.323
H: 1.28577 -2.25316 -0.92762  0.215
H: 0.97215 -0.50534 -1.03379  0.237
H: 0.49122 -1.58398 -2.36237  0.214
H: -1.21579 -2.70144 -0.80300  0.178
H: -2.37227 0.13927 -0.35025  0.203
C: -0.30753 2.44721 -0.20305  0.042
N: 0.82516 1.92321 -0.31763  -0.307
C: 0.27559 2.14286 1.08506  -0.323
H: -1.09821 2.82966 -0.83816  0.207
H: 0.75401 2.92715 1.67086  0.183
H: -0.02073 1.24640 1.62807  0.201
H: 1.29176 -0.90795 1.82347  0.010
H: 1.98918 -0.67315 1.94189  -0.013



Entry 6:
# C5H10N2

An isolated molecule of C5H10N2 in a non-equilibrium geometry (ωB97M-V/def2-TZVPD, the OMol25 dataset).

Results
HOMO energy ... -8.4464 eV
SMILES ... [H]/N=C(\C)N1CCC1
Energy ... -305.78901 Eh
Energy relative to the best compared isomer or geometry (same formula, charge and spin) ... 147.4 kcal per mole
Lowest unoccupied orbital energy ... 0.83 eV
HOMO-LUMO gap ... 0.34100 Ha

Each line ends with the natural charge from an NBO analysis.
Cartesian coordinates (Å):
H: -2.45972 -2.11652 -0.18232  0.342
N: -1.47064 -1.51500 0.20789  -0.770
C: -1.22233 -0.33662 -0.35330  0.424
C: -1.85836 0.98447 -0.09627  -0.721
N: 0.04905 -0.03026 -0.32949  -0.416
C: 1.06560 -1.13934 -0.14020  -0.193
C: 2.05874 -0.04610 -0.06995  -0.418
C: 0.79743 0.97083 0.13732  -0.201
H: -1.80809 1.21537 1.11959  0.251
H: -1.34081 1.96163 -0.77131  0.244
H: -3.01349 0.55142 -0.16965  0.248
H: 1.00133 -1.92772 -0.84903  0.228
H: 1.13588 -1.34774 1.06757  0.177
H: 2.93821 -0.38160 0.62917  0.207
H: 2.57554 0.01188 -1.05382  0.199
H: 0.67397 1.10529 1.25702  0.185
H: 0.87770 2.04001 -0.40322  0.213



Entry 7:
# C5H10N2

An isolated molecule of C5H10N2 in a non-equilibrium geometry (ωB97M-V/def2-TZVPD, the OMol25 dataset).

Results
HOMO energy ... -7.8578 eV
SMILES ... C=CC/C=C\NN
Energy ... -305.90635 Eh
Energy relative to the best compared isomer or geometry (same formula, charge and spin) ... 73.7 kcal per mole
Lowest unoccupied orbital energy ... 1.07 eV
HOMO-LUMO gap ... 0.32802 Ha

Each line ends with the natural charge from an NBO analysis.
Cartesian coordinates (Å):
C: 1.96252 1.39166 0.20889  -0.452
C: 1.39286 0.36688 -0.43803  -0.145
C: 1.37459 -0.99916 0.06786  -0.486
C: -0.03583 -1.52816 -0.00606  -0.287
C: -1.12799 -0.79070 -0.04907  -0.025
N: -1.30171 0.51461 0.15284  -0.469
N: -2.55129 1.10690 0.10267  -0.653
H: 2.02852 2.35826 -0.32503  0.212
H: 2.53127 1.04117 1.12132  0.198
H: 0.82055 0.53060 -1.29404  0.199
H: 1.90457 -1.27192 0.98072  0.215
H: 1.91294 -1.58927 -0.71026  0.218
H: -0.00758 -2.58135 -0.09163  0.205
H: -1.99952 -1.36933 -0.35483  0.193
H: -0.71695 1.05107 0.90125  0.398
H: -2.89089 1.18712 -0.91581  0.347
H: -3.29605 0.58164 0.64923  0.333



Entry 8:
# C5H10N2

The ion C5H10N2 with charge +2 in a non-equilibrium geometry (ωB97M-V/def2-TZVPD, the OMol25 dataset).

Results
HOMO energy (alpha / beta) ... -19.5183 / -19.4777 eV
SMILES ... C[N+]1(C)C=C[NH+]=C1
Energy ... -305.17610 Eh
Energy relative to the best compared isomer or geometry (same formula, charge and spin) ... 83.1 kcal per mole
Lowest unoccupied orbital energy (alpha / beta) ... -11.22 / -11.21 eV
Net charge ... +2
HOMO-LUMO gap (alpha / beta) ... 0.30505 / 0.30398 Ha

Each line ends with the natural charge from an NBO analysis.
Cartesian coordinates (Å):
C: -1.21954 0.36488 1.15147  -0.420
N: -0.26989 -0.06532 0.06801  -0.318
C: -1.04445 -0.19362 -1.25953  -0.432
C: 0.41604 -1.25277 0.25540  0.089
C: 1.96219 -0.69609 0.12532  0.077
N: 1.84466 0.61132 -0.09118  -0.409
C: 0.61358 1.02262 -0.25284  0.346
H: -2.20479 -0.09538 1.21362  0.297
H: -0.56659 0.15565 2.11318  0.271
H: -1.41107 1.41474 1.10369  0.257
H: -1.60923 0.70069 -1.41513  0.264
H: -0.57330 -0.55842 -2.23208  0.313
H: -1.72851 -1.00125 -1.03786  0.260
H: -0.05006 -2.23742 0.52711  0.330
H: 2.86162 -1.20398 0.08797  0.285
H: 2.73704 1.06547 -0.30880  0.512
H: 0.24231 1.96890 -0.04833  0.277



Entry 9:
# C5H10N2O

A structure of composition C5H10N2O in a non-equilibrium geometry (ωB97M-V/def2-TZVPD, the OMol25 dataset).

Results
HOMO energy ... -7.6945 eV
Energy ... -381.15647 Eh
Energy relative to the best compared isomer or geometry (same formula, charge and spin) ... 80.9 kcal per mole
Lowest unoccupied orbital energy ... 0.72 eV
HOMO-LUMO gap ... 0.30906 Ha

Each line ends with the natural charge from an NBO analysis.
Cartesian coordinates (Å):
C: 0.44754 -1.85543 0.63482  -0.446
C: 1.49656 1.53869 -0.22062  -0.653
N: -0.10041 -0.51347 0.62848  -0.605
C: -1.77236 0.25176 0.15404  0.484
C: 0.34854 0.63087 -0.59270  0.478
C: -1.03460 1.15684 -0.54042  -0.568
O: 0.67431 -0.06478 -1.73528  -0.704
N: -2.87030 -0.33262 0.26525  -0.740
H: -0.10238 -0.57811 -1.99922  0.486
H: -0.00043 -0.08125 1.54207  0.381
H: -3.02226 -0.85139 1.12431  0.360
H: -1.26183 2.20004 -0.67591  0.232
H: 1.33258 -1.98176 0.00194  0.212
H: -0.24801 -2.60295 0.24380  0.201
H: 0.80924 -2.22953 1.59249  0.205
H: 1.51308 2.37031 -0.92663  0.234
H: 1.35447 1.95059 0.77626  0.218
H: 2.43626 0.99221 -0.27267  0.224



Entry 10:
# C5H10N2O

A cluster of 2 separate species, C5H10N2O in total in a non-equilibrium geometry (ωB97M-V/def2-TZVPD, the OMol25 dataset).

Results
HOMO energy ... -9.3437 eV
SMILES ... C=CN=C.NCC=O
Energy ... -381.16641 Eh
Energy relative to the best compared isomer or geometry (same formula, charge and spin) ... 74.7 kcal per mole
Lowest unoccupied orbital energy ... 0.58 eV
HOMO-LUMO gap ... 0.36485 Ha

Each line ends with the natural charge from an NBO analysis.
Cartesian coordinates (Å):
C: -2.53870 0.70887 -0.42314  -0.477
C: -2.61751 0.47362 0.92217  -0.037
N: -1.63896 0.13152 1.83796  -0.393
C: -1.24912 -1.10592 1.77372  -0.063
H: -1.54799 0.71723 -0.91855  0.189
H: -3.39774 0.99538 -1.10712  0.221
H: -3.60822 0.68552 1.39123  0.202
H: -0.55920 -1.42355 2.59033  0.190
H: -1.71939 -1.79902 1.05504  0.170
N: 1.83257 -0.48192 -1.94899  -0.825
C: 1.80268 -0.11562 -0.49720  -0.342
C: 2.96030 0.79452 -0.10057  0.428
O: 2.98554 1.75011 0.70564  -0.513
H: 1.30822 -1.33212 -2.09189  0.363
H: 1.33244 0.23166 -2.48823  0.360
H: 1.93943 -1.04049 0.06057  0.220
H: 0.82585 0.36201 -0.13560  0.198
H: 3.88979 0.44821 -0.62536  0.111



Which value of energy relative to the best compared isomer or geometry (same formula, charge and spin) does entry 4 give?
104.6 kcal per mole



Copy entry 3 word for word.
# C5H10N2

An isolated molecule of C5H10N2 in a non-equilibrium geometry (ωB97M-V/def2-TZVPD, the OMol25 dataset).

Results
HOMO energy ... -8.6275 eV
SMILES ... [H]/N=C\[C@@H](N)C(=C)C
Energy ... -305.94984 Eh
Energy relative to the best compared isomer or geometry (same formula, charge and spin) ... 46.4 kcal per mole
Lowest unoccupied orbital energy ... 1.04 eV
HOMO-LUMO gap ... 0.35511 Ha

Each line ends with the natural charge from an NBO analysis.
Cartesian coordinates (Å):
H: 1.76308 1.43095 -0.89375  0.336
N: 2.31561 0.62155 -0.61274  -0.621
C: 1.64800 -0.35430 -0.18967  0.153
C: 0.10905 -0.86666 -0.40193  -0.162
N: -0.30350 -2.00810 0.35452  -0.824
C: -0.46256 0.40271 0.12975  0.037
C: -0.13640 0.94598 1.32098  -0.422
C: -1.55198 0.97739 -0.72646  -0.640
H: 2.20705 -1.16298 0.27910  0.141
H: -0.05686 -1.01122 -1.47454  0.213
H: 0.17604 -2.85533 0.07589  0.367
H: -0.24665 -1.87144 1.35749  0.372
H: -0.56141 1.88543 1.63304  0.204
H: 0.60194 0.53235 1.98767  0.198
H: -1.91953 1.91716 -0.32068  0.212
H: -2.37293 0.26197 -0.77218  0.226
H: -1.20896 1.15451 -1.74648  0.210



Number 4 is which compound?
C5H10N2



Which value of energy relative to the best compared isomer or geometry (same formula, charge and spin) does entry 1 give?
128.7 kcal per mole